{
  "formula": "C44H122AlF2N12O19S2",
  "method": "wB97M-V/def2-TZVPD",
  "charge": 1,
  "fmax_ha_per_bohr": 0.2422,
  "total_energy_ev": -138067.5426,
  "elements": ["H", "H", "C", "O", "S", "H", "N", "N", "N", "H", "H", "H", "H", "C", "O", "C", "H", "H", "C", "C", "H", "H", "H", "C", "H", "H", "H", "H", "C", "H", "N", "H", "C", "O", "H", "H", "C", "O", "H", "H", "H", "H", "H", "C", "C", "N", "H", "H", "C", "C", "H", "H", "H", "H", "H", "C", "C", "C", "H", "H", "H", "N", "O", "H", "Al", "H", "H", "H", "H", "H", "O", "H", "H", "H", "H", "C", "C", "N", "H", "H", "O", "H", "H", "H", "C", "O", "H", "C", "H", "H", "H", "C", "H", "C", "N", "F", "H", "C", "O", "C", "C", "H", "H", "H", "H", "C", "O", "H", "H", "C", "H", "H", "H", "H", "N", "O", "H", "C", "C", "H", "H", "H", "C", "H", "H", "H", "H", "O", "O", "H", "H", "H", "H", "C", "H", "H", "H", "C", "C", "H", "C", "H", "H", "C", "H", "C", "H", "O", "N", "H", "C", "H", "C", "H", "H", "C", "H", "H", "H", "H", "N", "O", "C", "O", "O", "H", "S", "C", "H", "H", "C", "O", "C", "H", "C", "H", "H", "H", "H", "H", "F", "H", "H", "H", "O", "H", "H", "H", "H", "H", "H", "H", "H", "H", "H", "H", "H", "H", "H", "N", "H", "H"],
  "xyz": [[-2.4292, 1.8809, 3.7714], [-2.8827, 4.9315, -1.4870], [2.1169, 3.1262, 2.8557], [4.9398, 0.8972, -0.7692], [5.0230, 2.7281, -4.8133], [-0.0638, 3.0731, -1.8780], [-5.9947, 1.7883, -4.8912], [-4.0523, -4.8201, 2.5873], [0.8848, 3.8731, 0.9166], [4.7781, -1.2196, -1.1450], [6.7945, 2.0552, -2.4358], [-1.2846, 2.4787, -3.6425], [2.3884, 2.5820, 7.1321], [7.0304, 2.0784, -1.3719], [4.3616, 3.1877, -6.0585], [-4.2798, -2.8500, 3.8997], [-4.2739, 0.3658, 0.2950], [4.2435, 6.3467, -4.3630], [-3.9920, -2.7082, 1.3924], [2.3502, -3.2498, 1.9242], [1.5537, -5.7278, -3.2452], [-0.5886, -4.1710, 2.1250], [0.8586, -6.5896, -1.8378], [2.2995, 1.5116, 7.3178], [2.5773, -2.1978, 2.0969], [4.4446, 1.9410, 3.4546], [2.2729, -2.7442, -0.1639], [-4.5125, -1.7853, 3.9183], [-3.0551, 3.4246, -7.7522], [2.2109, -2.2751, 4.6589], [0.1894, 0.8369, -0.3621], [1.7114, -3.5938, 2.7376], [-3.3278, 8.4059, -0.0929], [1.3288, 1.3227, -0.2689], [3.3242, -3.7390, 1.9373], [-1.9530, -6.8041, 4.4364], [-0.4515, -5.4225, 3.6745], [2.6309, 5.1108, -3.7554], [-4.5113, 3.3135, -0.6859], [-6.2855, 2.3864, -5.6512], [-4.0964, -5.0842, 1.6134], [3.0472, -7.9190, 4.6701], [-3.9200, 0.1970, -3.9345], [-3.6811, 1.9479, -5.9877], [8.5387, 2.0019, -1.3631], [0.0067, 1.5773, 7.9959], [-3.1470, 1.6627, -3.2355], [-1.6229, -0.0746, -4.9275], [-3.0376, 4.7988, -0.4162], [-1.9361, -4.2305, -1.7157], [-0.0413, -3.0573, -0.2953], [0.2573, 0.4334, -3.2144], [-1.7749, 0.8891, 1.2290], [-4.8040, -3.1728, 4.7992], [-3.9505, -1.0744, -0.7297], [-2.7477, 6.1705, 0.2396], [-3.1345, -3.7497, -2.5321], [0.6402, 3.5904, -3.5787], [1.0766, -5.5430, 0.3362], [1.1174, -5.9729, 2.4028], [-5.3148, 4.7414, -0.2703], [6.6011, 3.2795, -0.6539], [1.8061, -1.4122, 6.5460], [-0.6355, 5.2435, 2.4940], [3.4154, 3.5878, -0.9587], [0.1124, -7.3429, 2.8696], [8.9566, 1.7970, -0.3775], [-2.1109, 3.4711, 0.9588], [-4.5435, 3.0638, -4.2727], [-2.1332, 2.9903, -0.4960], [-3.1926, -5.7763, -0.3365], [6.7475, -0.0547, -1.2591], [0.5878, -1.9220, 5.0787], [-0.8348, -6.0878, 5.5965], [0.0971, -4.2289, -2.1602], [-1.2253, -0.7412, -4.1622], [-0.7047, 3.1946, -4.2251], [-1.1729, -4.9178, 2.4729], [-0.3690, 3.7511, 3.3612], [2.7942, -5.3126, 0.2058], [3.1549, 2.6686, 1.9591], [-2.9656, 2.6726, -8.5362], [1.9794, 5.0735, 2.1094], [-3.2370, -2.8629, 4.2167], [6.3558, 0.8192, -0.7385], [4.7589, -0.2466, -3.9004], [-2.8156, -0.5217, 0.5376], [-4.5777, -3.4756, 2.5950], [-4.0197, -3.6588, -1.9026], [2.6614, 1.3198, 8.3279], [-1.8156, -0.6096, -3.2554], [-1.4329, -5.8855, 4.7081], [8.8451, 1.1651, -1.9908], [1.8351, -4.8643, -0.0538], [4.1468, 2.2052, -3.4692], [2.6999, 0.5398, -2.8680], [-3.9174, -6.9501, 1.2026], [4.3307, -0.3921, -0.5944], [6.3651, 2.1951, -4.9318], [-3.3519, -7.0468, 0.2758], [3.8610, 1.6051, 2.5975], [-1.1364, -5.6358, 1.7634], [-3.3685, -4.4446, -3.3387], [-1.1842, -5.9925, -0.7057], [-3.8927, 0.9444, -6.3570], [0.9420, -0.6528, 7.3821], [-3.5525, 7.0735, -0.5271], [-0.5207, 0.2393, 3.3388], [-4.4987, 3.7507, 0.9257], [0.1005, 4.6941, 3.0810], [1.6599, 4.2884, -5.2665], [2.5492, 3.4005, 3.8179], [-2.6460, 2.1260, -5.6964], [0.4846, 5.2919, 3.9075], [0.5228, 3.8553, -2.1315], [-4.5499, -1.4205, 1.2222], [3.2428, -0.3258, -0.6072], [-4.0800, 1.2140, -3.5766], [3.2484, 6.0491, -4.6937], [-3.3034, 4.3686, -8.2374], [-1.1616, -2.6000, -3.8564], [-6.2150, 0.8540, -5.2053], [-1.5626, -0.0684, 3.4282], [0.2538, -2.0351, 0.8482], [-5.6656, -3.4753, 2.5270], [-0.5605, 2.7192, -5.1953], [-4.7532, 1.2437, -2.7199], [0.0149, -0.1765, 0.2777], [1.3018, -6.7884, 4.3295], [-2.9251, -2.5559, 1.5555], [1.1780, -0.8922, 8.4190], [-2.9600, -2.7420, -2.9090], [1.8445, -8.5440, 3.4849], [-2.0938, -5.6654, -1.2095], [-0.0543, -1.0527, 7.1933], [0.7617, -0.3397, -4.7841], [2.6819, 6.9583, -4.8949], [-4.3924, 4.1994, -0.0620], [-2.5253, 1.0757, 3.0430], [1.3912, 2.3308, 3.0255], [1.8021, -3.4535, 0.5169], [2.9262, -7.0926, 3.2282], [4.5470, 1.1266, 1.8985], [1.3609, 4.7206, -4.3115], [-1.6829, 6.3969, 0.1833], [-3.8646, -0.6441, 0.2681], [2.6527, -6.4884, -2.0877], [-2.0863, 1.6028, 1.7906], [0.4271, -2.9980, 0.5975], [-2.1874, -6.2694, -2.1120], [1.5942, -1.5057, 5.1234], [-1.3493, 4.0425, -4.4564], [1.6920, -5.9847, -2.1949], [-2.3235, 8.7696, -0.3103], [-3.7824, -7.7765, -0.4100], [0.9463, 0.8809, 7.1284], [0.6023, 2.9048, 0.9673], [-1.7334, -0.4362, 4.4400], [-3.0530, -4.7223, 2.6958], [3.4032, 5.4952, -5.6196], [-1.9716, 3.8383, 0.0283], [2.9823, 0.8178, -5.2458], [-4.5488, 2.0639, -4.7067], [-4.0848, 2.9957, -6.8858], [-0.6326, 1.3454, -1.0803], [-0.0455, 4.6788, -1.9943], [3.8078, 0.8931, -4.0546], [0.2562, -0.4681, -3.8270], [-0.9559, -4.9513, -3.2058], [-1.7631, -0.9165, 2.7735], [2.3005, -7.6552, 3.9211], [1.5810, -4.7226, -1.4623], [0.5342, -6.4003, 3.2185], [0.0667, -4.5648, 4.1035], [1.3043, 4.2280, 2.2412], [0.0870, 2.5841, 7.9952], [0.7328, 5.6105, -4.3523], [-2.3670, -7.4287, 0.5444], [-2.2628, -5.2074, 4.9070], [-4.0911, -3.2810, 0.4703], [5.5112, 4.1411, -4.1781], [-1.8005, -3.4818, -0.9352], [0.0567, 4.4102, 0.7025], [7.1036, 3.2673, 0.2221], [-1.3300, -2.0564, -4.6295], [3.1427, 1.0366, 6.8163], [1.7245, -0.5324, 4.6504], [-3.3757, 8.4846, 0.9932], [7.1303, 4.0257, -1.0820], [3.1716, 0.8312, 2.9350], [0.7286, -1.2299, -3.2067], [-3.0968, 6.2487, 1.2692], [9.0605, 2.8971, -1.7012], [1.2298, 2.6745, -3.6177], [-2.1375, 3.6305, -7.2010], [4.5410, -0.6894, 0.4329], [-3.5517, 0.7561, 2.8625], [-0.9168, 1.3296, 7.6703], [6.6385, 0.6847, 0.3055], [-0.7868, -4.1325, -2.6393], [-4.0367, 9.0558, -0.6059], [0.6897, 1.1373, 6.1006]]
}

=====

{
  "formula": "C13H18AlClIN2O2P",
  "method": "wB97M-V/def2-TZVPD",
  "charge": 2,
  "e_above_lowest_ev": 2.963,
  "fmax_ha_per_bohr": 0.1854,
  "total_energy_ev": -57342.7029,
  "elements": ["C", "H", "H", "H", "C", "C", "H", "C", "Al", "H", "H", "H", "H", "H", "N", "H", "O", "N", "H", "C", "C", "H", "H", "Cl", "C", "H", "C", "C", "H", "C", "H", "H", "O", "H", "C", "P", "I", "C", "C"],
  "xyz": [[-1.8431, -1.6435, -1.1059], [1.5956, 4.5523, 0.6174], [1.6730, 3.0321, -2.9642], [-1.4111, 2.0874, -0.5300], [1.5572, 0.6577, 0.3938], [2.0280, 3.5945, 0.2770], [-0.5973, -0.1631, 1.5410], [0.0212, 2.5051, 2.0446], [1.1137, -0.8049, -1.0050], [2.3764, 3.6940, -0.7634], [-0.1387, 1.9070, -1.7651], [-0.1266, 3.5726, 2.2645], [2.8758, 3.3389, 0.9318], [-0.9471, 1.9883, 2.1002], [-2.4343, -1.1460, 0.9926], [-0.5631, 3.5371, -1.1312], [2.2897, 0.3279, 1.3261], [-0.8193, -0.9140, -0.4764], [-4.5797, -2.8631, 0.4994], [-3.8810, -3.4831, -1.4961], [-2.8729, -1.7767, -0.1827], [-0.9783, -2.3232, -2.9385], [-2.9175, -1.1295, 1.8970], [0.7817, -0.3237, -3.0874], [-0.4417, 2.4740, -0.8743], [3.4899, 2.8704, -3.0628], [2.5283, 2.3228, -3.0399], [-1.2079, -0.6457, 0.7754], [2.4251, 1.7692, -3.9957], [-1.8191, -2.4281, -2.2618], [-4.6693, -4.2169, -1.6504], [-2.9417, -3.9046, -3.3879], [3.3392, 0.6232, -1.4942], [0.7077, 2.0826, 2.7880], [-2.8833, -3.3131, -2.4702], [0.7684, 2.3377, 0.4252], [1.3113, -3.2075, -0.2995], [-3.8627, -2.7360, -0.3109], [2.5033, 1.3754, -1.9324]]
}

=====

{
  "formula": "C29H31N3OS2Tc",
  "method": "wB97M-V/def2-TZVPD",
  "charge": 2,
  "spin_multiplicity": 4,
  "e_above_lowest_ev": 0.139,
  "fmax_ha_per_bohr": 0.0296,
  "total_energy_ev": -60949.4193,
  "s2": 3.7968,
  "elements": ["C", "O", "H", "H", "C", "C", "H", "H", "H", "H", "S", "H", "H", "C", "H", "C", "C", "C", "C", "H", "C", "H", "H", "C", "S", "H", "C", "C", "H", "H", "C", "H", "H", "C", "C", "Tc", "C", "C", "H", "H", "C", "N", "H", "C", "C", "H", "N", "H", "H", "C", "C", "H", "H", "C", "H", "H", "H", "H", "C", "C", "C", "C", "C", "H", "C", "N", "H"],
  "xyz": [[-1.6638, 4.5649, 0.0020], [-1.7791, 1.0738, -1.0595], [-2.7178, -1.5436, 4.9884], [-0.9793, 0.2421, 4.9518], [-0.7618, -3.6092, -1.3377], [-1.6198, 2.3431, 3.7173], [-1.6476, 4.4357, 1.0742], [-2.2775, 2.9556, 3.1095], [-3.2567, -1.0670, 3.3705], [-0.3476, 3.9530, 4.3736], [0.2794, -4.9515, -1.3983], [4.9732, -3.3813, -1.3426], [6.1718, -0.0270, -2.5943], [-3.0793, -4.6162, -1.3570], [-1.6725, 6.9652, -2.3760], [-1.4111, 0.8952, 1.7914], [2.1640, -1.5144, -1.2989], [3.9177, -3.1472, -1.3431], [1.2446, -2.5609, -1.3224], [5.9235, -1.7718, -2.6578], [-1.6848, 5.9747, -1.9414], [0.1930, 3.1726, 2.8791], [4.7807, -0.6894, -3.4612], [-1.7019, 3.4342, -0.8246], [-1.0238, -0.7618, 1.2037], [-1.7706, 4.9794, -3.8416], [3.5195, -1.7955, -1.3083], [5.4747, -0.8829, -0.0596], [0.4242, 2.3684, 4.4437], [-1.6323, 6.6982, 0.0789], [-0.2487, 2.9978, 3.8602], [-1.7967, 2.7208, -2.8544], [3.3435, 0.9012, -2.1183], [5.4146, -0.8114, -2.5809], [-1.6696, 2.0991, -0.2542], [-1.2356, -0.7475, -1.0840], [-1.7488, 3.5929, -2.2163], [-1.4170, -0.1262, 4.0259], [-2.0791, 2.2021, 4.6936], [-4.4604, -0.9941, -1.0904], [-4.9340, -3.0817, -1.2403], [-1.4902, 1.0097, 3.0999], [1.7996, -0.4917, -1.2819], [4.5772, -0.7016, -1.2950], [-4.4467, -4.3796, -1.3221], [3.3671, -5.2180, -1.4136], [-1.5567, 1.9721, 1.0462], [4.7625, 1.4359, -1.2262], [3.3663, 0.8393, -0.3335], [-2.8027, -0.7084, 4.2946], [1.6649, -3.8895, -1.3720], [-5.1358, -5.2122, -1.3591], [4.8823, -0.8143, 0.8550], [-2.2054, -3.5405, -1.2981], [-0.7541, -0.8929, 3.6287], [-3.4572, 0.0384, 4.7432], [5.9906, -1.8425, -0.0620], [6.2293, -0.0964, -0.0392], [-1.6554, 5.8246, -0.5580], [-4.0615, -1.9991, -1.1664], [-1.7361, 4.8581, -2.7677], [-2.6970, -2.2216, -1.1939], [3.0207, -4.1939, -1.3799], [-2.6879, -5.6235, -1.4308], [3.9610, 0.6985, -1.2400], [-0.1404, -2.4312, -1.3034], [-6.0015, -2.9088, -1.2257]]
}